112
Properties=species:S:1:pos:R:3 method="wB97M-V/def2-TZVPD" multiplicity=1 e_above_lowest_ev=0.0772 charge=-1
Cd -0.2385 -0.1368 -0.2538
S -3.7872 -2.6941 -1.7419
S -3.3162 0.9592 -0.5900
S 0.8908 -4.4169 -3.2463
S -1.7541 -1.3904 -5.0092
F 3.2520 1.4845 -5.1465
F 2.8481 1.4905 -2.8807
F 2.6123 3.4313 -4.0944
F 4.7093 2.5590 -3.7124
O -1.3227 -1.6645 -1.4208
O -2.4370 0.3716 0.4862
N -0.0347 2.3313 -4.0334
N 0.6524 3.0162 -1.9575
N 2.0403 3.7694 -0.2751
N -0.7967 1.1749 -2.1360
N 0.5443 2.0170 0.1616
C 1.0716 2.8784 -0.6392
C -1.6767 -2.5650 2.0548
C -4.8640 -3.7792 -2.5160
C -0.6658 -1.8034 -3.7398
C -3.0772 2.7433 -0.4057
C -5.1831 2.4569 0.7441
C -2.3330 -0.7384 3.5494
C 0.0851 -0.8341 2.6075
C -0.1415 -3.6341 -2.1157
C -0.0259 -4.2039 -0.8854
C -2.4833 -3.1990 -2.7345
C -0.5309 -0.5644 -5.8824
C 2.0656 0.2925 2.4083
C 3.1988 -0.9280 0.4185
C 0.2084 0.5863 5.6314
C -0.5417 2.1904 3.8368
C 1.4798 -5.5051 -2.0619
C -4.2441 -4.5025 -3.4906
C -3.8080 3.1094 0.8766
C 0.8184 -1.3291 1.4652
C -4.9519 1.0327 0.2251
C 0.9107 -5.2719 -0.8472
C -1.1374 -1.6045 3.1268
C 0.5802 -1.3097 -3.9994
C 2.6797 -1.3616 -0.9540
C -0.0821 2.0898 -2.6880
C 0.5675 1.2205 4.2797
C 0.6666 -0.6061 -5.2320
C 2.5608 4.7798 -1.1849
C 1.8078 2.0824 4.5669
C 4.0833 0.3053 0.2158
C 2.0590 -0.6256 1.3710
C 2.4700 3.7670 1.1084
C -2.8670 -4.1672 -3.6126
C -0.6995 -2.4975 4.3038
C -1.1361 -2.5228 -2.4690
C 4.0489 -2.0647 1.0076
C 0.8627 0.2020 3.1709
B 3.3927 2.2071 -3.9621
H -0.7510 -0.1124 -6.8370
H 1.5789 2.7897 5.3689
H -2.1152 -0.0757 4.3819
H -1.9977 2.8870 -0.3903
H -1.8994 -2.0686 1.1089
H 0.8288 2.7427 -4.3735
H 1.6411 3.9947 1.7878
H 3.5144 -1.6103 -1.6157
H 1.4161 -1.4354 -3.3267
H 3.5094 1.1302 -0.2135
H 1.5744 -0.1381 -5.5878
H -1.5380 -3.1132 4.6473
H 3.0924 4.3401 -2.0294
H 1.0085 -0.0836 5.9541
H 1.7666 5.4302 -1.5642
H -4.8519 0.3015 1.0271
H 0.9898 1.9914 1.0735
H -1.4538 1.6690 3.5573
H 2.1470 -0.5343 -1.4346
H 0.6508 -2.2955 1.0058
H -1.2200 0.5706 -2.8363
H -2.5978 -3.0292 2.4186
H 4.5303 0.6320 1.1580
H 4.4457 -1.7748 1.9828
H 2.0200 -2.2306 -0.8942
H -5.7147 0.6880 -0.4719
H 1.1566 -5.8311 0.0450
H 2.1149 2.6598 3.6947
H -4.7422 -5.2475 -4.0960
H -0.7740 2.9044 4.6351
H -3.1545 -1.3909 3.8629
H 1.3152 3.4995 -2.5503
H 2.8911 2.8006 1.3909
H 2.2346 -6.2321 -2.3154
H -5.7348 2.4483 1.6848
H -2.6726 -0.1372 2.7056
H -3.8747 4.1897 1.0132
H 3.2393 4.5229 1.2396
H -0.3400 1.5480 -4.5941
H -0.6145 -3.8569 -0.0507
H -5.8978 -3.8392 -2.2137
H -3.5040 3.2324 -1.2857
H 2.8673 0.9901 2.5978
H 0.0926 1.3684 6.3888
H -5.7791 3.0191 0.0206
H 3.4430 -2.9636 1.1427
H -0.3279 -1.9210 5.1473
H 3.2642 5.3998 -0.6369
H 2.6529 1.4681 4.8833
H -3.2635 2.6926 1.7266
H -2.1864 -4.6272 -4.3164
H 4.8860 -2.3085 0.3461
H -0.9664 -3.3718 1.8715
H -0.2156 2.7557 2.9595
H 0.1042 -3.1625 3.9800
H -0.7142 0.0161 5.6088
H 4.8952 0.0809 -0.4804

---

140
Properties=species:S:1:pos:R:3 method="wB97M-V/def2-TZVPD" multiplicity=1 charge=+1 energy_ha=-4218.29303
S -0.0332 3.9968 -0.7365
P -1.5878 -11.6829 1.1832
P 9.0442 -1.6228 2.9819
P -4.8974 -5.6939 -1.5395
F 3.3124 2.4944 3.2953
O -4.8009 -4.0265 -1.4907
O -0.0839 -11.6777 0.4637
O -1.6838 -10.0617 1.2792
O 1.8586 2.2512 -1.2843
O -5.6933 -7.0852 -1.9248
O 8.9886 -2.7712 4.1282
O -5.3208 -5.7374 0.0305
O 3.2235 5.9777 0.5750
O 8.6280 -2.1125 1.6395
O -2.8017 -11.8890 2.3243
O 10.6979 -1.7708 2.8726
O -0.3441 4.2086 2.3455
O -2.3646 -12.2453 0.0333
O -3.4689 -6.0456 -1.7657
O 7.6629 -0.8605 3.5142
N 1.9169 4.5207 1.7698
N 3.5022 2.8974 0.9951
C -2.4970 2.2029 -4.2878
C 1.7038 3.4515 -0.5339
C 1.0003 -0.8318 -0.9732
C 11.4168 -0.6611 2.2969
C -6.6784 -6.0278 0.3891
C 8.7482 -2.4037 5.4939
C -4.8825 -3.3412 -2.7541
C -2.2736 1.6883 -2.8339
C -2.0181 6.5014 -2.5996
C -4.6322 9.2671 -1.7970
C 2.1378 5.7555 1.0742
C 1.0199 6.7679 0.9762
C 0.7691 4.5103 2.6743
C 1.0807 4.8551 4.1208
C -3.3822 0.3197 -0.3438
C -0.6008 -9.3247 1.8576
C -5.1069 -8.2993 -1.4471
C 3.6327 1.5495 0.3433
C 6.4502 -1.5598 3.2622
C -0.0405 -11.2308 -0.8901
C -0.0723 -1.7837 -0.3706
C 1.3952 0.2547 0.0431
C -3.2103 2.4253 -1.8665
C -3.5922 8.1622 -1.4636
C 2.0446 3.3294 0.9585
C -1.5082 -1.3953 -0.7337
C -3.2013 1.8581 -0.4226
C -2.8489 -13.1632 2.9919
C -1.6326 3.4409 -4.6353
C 5.4901 2.3082 2.4337
C -2.1462 -0.4024 0.2592
C -4.2458 10.6057 -1.1426
C -1.5771 5.9383 -3.9784
C -2.4580 4.7454 -4.4590
C 4.1348 3.0058 2.3338
C 2.4849 1.1712 -0.6096
C -2.8141 7.8131 -2.7487
H -4.0794 -3.6689 -3.4177
H -5.6511 9.0204 -1.4930
H -4.7806 -2.2748 -2.5653
H -2.3132 2.1848 0.1231
H 11.0722 -0.4696 1.2790
H 0.0997 -1.8068 0.7096
H -1.4474 0.3729 0.5770
H 0.6214 -0.3907 -1.8998
H 5.9941 2.2154 1.4714
H 1.1938 7.3960 0.1048
H 1.4569 2.5531 1.4505
H -4.0524 2.3220 0.0867
H 0.2246 5.3101 4.6057
H -1.9379 -13.3298 3.5670
H 12.4708 -0.9227 2.2763
H 2.3019 4.2079 -1.0527
H -7.3515 -5.9816 -0.4656
H -2.8802 4.9851 -5.4372
H 4.6125 1.4764 -0.1256
H -4.7261 -8.1907 -0.4323
H 0.9901 -10.9386 -1.0942
H -3.2274 10.8986 -1.4122
H -3.6338 -0.1117 -1.3159
H 2.9388 0.5497 -1.3852
H -4.6557 9.4476 -2.8754
H -4.2667 0.1475 0.2749
H -1.5961 6.7473 -4.7117
H 6.1244 -1.3816 2.2373
H -4.9096 11.3977 -1.4977
H -4.2457 2.4239 -2.2132
H -3.5713 7.6376 -3.5183
H -1.6157 -1.0598 -1.7674
H 1.9126 -1.3759 -1.2447
H -3.2689 4.5693 -3.7527
H 3.6467 0.8027 1.1395
H 1.9750 5.4819 4.1487
H 7.7428 -2.7175 5.7761
H -3.5568 2.4490 -4.4031
H 3.9756 3.5772 0.3880
H 0.1344 -2.7834 -0.7610
H 8.8390 -1.3305 5.6564
H -2.4630 -0.9773 1.1320
H -0.3197 -12.0411 -1.5594
H -0.0720 -8.7906 1.0676
H -2.3163 1.3702 -4.9736
H -2.8418 3.4540 -1.7763
H 5.6953 -1.1663 3.9460
H -7.0034 -5.3060 1.1365
H 11.2914 0.2342 2.9059
H 4.3102 4.0546 2.5676
H 1.0020 7.4261 1.8524
H -2.9822 -13.9685 2.2671
H -2.9260 8.5575 -0.6933
H 1.7130 -0.1488 1.0063
H 6.5604 -2.6290 3.4367
H -6.7269 -7.0284 0.8190
H -5.8890 -9.0573 -1.4520
H -2.6827 5.8035 -2.0833
H 5.3829 1.3433 2.9303
H -4.1322 7.2809 -1.1088
H -1.0081 -8.6009 2.5619
H 6.1633 2.8832 3.0694
H -3.6938 -13.1507 3.6753
H -1.2269 1.8740 -2.5732
H -1.3406 3.3203 -5.6803
H -2.4568 0.6140 -2.8406
H 9.4687 -2.9199 6.1247
H -0.5488 5.5686 -3.9098
H -0.6930 -10.3728 -1.0493
H -2.1088 -2.3091 -0.6566
H -2.1463 8.6391 -3.0023
H 0.0310 6.3264 0.8798
H -4.3090 -8.6156 -2.1144
H 0.1070 -9.9684 2.3793
H -0.7375 3.4776 -4.0085
H 1.3514 3.9076 4.5962
H 0.5204 0.9025 0.1571
H -4.3307 10.5433 -0.0554
H -1.0984 6.6898 -2.0361
H -0.0985 4.2961 -2.0506
H -5.8490 -3.5218 -3.2249

---

20
Properties=species:S:1:pos:R:3 method="wB97M-V/def2-TZVPD" multiplicity=1 e_above_lowest_ev=1.1471 smiles="C=C(C)NC.O.O"
O 2.3339 0.6328 0.0452
O 2.1053 -1.9156 1.4087
N -0.7174 -0.4923 0.5395
C -0.3609 1.8199 0.7424
C -1.5722 0.9846 -1.2936
C -0.7839 -1.6377 -0.3410
C -0.8751 0.7979 0.0195
H 2.8672 1.3278 0.3915
H 1.9387 -1.0617 0.9591
H -2.0660 0.0756 -1.6146
H 1.5347 1.0453 -0.2580
H -0.2702 -1.5751 -1.2948
H 0.1673 1.4684 1.6189
H -2.2621 1.8287 -1.2936
H -0.4874 -2.5138 0.2345
H -1.8185 -1.9095 -0.6365
H -1.1154 -0.6660 1.4452
H -0.9020 1.2370 -2.1248
H 2.8244 -2.3091 0.8933
H -0.5403 2.8628 0.5593

---

15
Properties=species:S:1:pos:R:3 method="wB97M-V/def2-TZVPD" multiplicity=1 e_above_lowest_ev=1.0414 charge=+2
Hg 0.0000 0.2734 -0.5191
O -0.0004 -1.5075 -3.3717
O 3.3362 -0.3548 -0.1940
O 0.0002 -3.4063 0.9003
O -3.3363 -0.3544 -0.1941
O 0.0000 3.5696 -1.5960
N 0.0000 0.7113 2.0978
C 2.2146 -0.1515 -0.2249
C 0.0000 2.4800 -1.2078
C -2.2146 -0.1513 -0.2252
C 0.0001 -0.9272 -2.3750
C 0.0000 -2.3249 0.5535
H 0.8997 0.2218 2.3147
H 0.0082 1.6867 1.7314
H -0.9077 0.2350 2.3102

---

42
Properties=species:S:1:pos:R:3 method="wB97M-V/def2-TZVPD" multiplicity=1 e_above_lowest_ev=6.7468
O 2.0869 -4.2961 -1.1473
O -0.2376 -2.4488 1.2780
O 1.4242 2.4225 -3.0855
O 2.3926 1.5691 -1.1304
O -1.9707 2.0884 1.4188
O -0.3278 -0.3800 -0.6334
O -3.4306 -2.8232 1.1106
O -2.8038 3.6723 -1.0621
O -2.9224 0.1943 2.4865
O 4.7773 -0.1785 1.4680
O -1.3137 0.3669 -2.7837
O 3.1732 -1.8158 -0.3491
O -3.8367 -0.0545 0.5783
O 3.3046 1.4555 2.1200
H -2.4491 2.3134 2.2217
H -2.9086 0.5505 3.3315
H 3.7871 -0.2496 1.1696
H 1.4806 1.2778 -1.3406
H 0.6798 -2.3898 1.0960
H 3.7314 2.1116 2.6880
H -1.6638 -0.4560 -3.1350
H -0.5626 -1.6020 1.7618
H 2.8114 1.9427 1.3973
H 3.0545 -1.2631 -1.2196
H 1.3124 -4.8076 -0.9102
H 0.6607 2.5432 -3.6687
H -0.2171 0.4439 -1.1130
H 3.2684 -2.6586 -0.7437
H -4.6825 0.2496 0.6297
H 2.6087 -4.5060 -0.4232
H 5.1462 -0.0037 0.5558
H 1.3539 3.1547 -2.4708
H -3.7854 -1.0278 0.4518
H -0.9019 -0.9658 -1.2107
H 2.7738 1.1654 -1.8806
H -3.1680 -3.7237 1.3895
H -2.8701 4.5840 -1.4193
H -1.0136 1.9261 1.7052
H -3.6677 3.5543 -0.7875
H -1.4033 1.0611 -3.5306
H -3.3017 0.8551 1.9092
H -2.5962 -2.2559 1.3969

---

8
Properties=species:S:1:pos:R:3 method="wB97M-V/def2-TZVPD" multiplicity=3 e_above_lowest_ev=0.3337 s_squared=2.010 charge=-1
S -1.0327 -0.9318 -0.2125
S -1.7469 0.0138 2.2292
S 3.0844 -0.3048 0.2158
O -2.6460 1.2239 0.0669
N 1.7775 0.0600 -0.7660
C -1.9612 0.3812 0.5722
H 1.7432 -0.4213 -1.7764
H 0.7817 -0.0211 -0.3292

---

15
Properties=species:S:1:pos:R:3 method="wB97M-V/def2-TZVPD" multiplicity=1 e_above_lowest_ev=0.2771 smiles="N[C@@](F)(Cl)[C@@H]1C=CC=N1"
Cl -2.7931 0.6950 0.4116
F -1.5889 -0.2400 -1.5877
N 1.2021 -0.7749 0.4210
N -1.6910 -1.8046 0.0075
C 2.2224 -0.1111 0.0643
C 1.9374 1.2978 -0.3132
C 0.5954 1.4128 -0.2685
C -0.0561 0.1486 0.3863
C -1.4191 -0.4447 -0.2538
H -1.3628 -2.2641 0.9558
H -0.0053 2.2347 -0.5568
H -0.2765 0.2856 1.4327
H -2.6881 -1.8896 -0.1114
H 3.1632 -0.5250 0.1338
H 2.7605 1.9796 -0.7215

---

23
Properties=species:S:1:pos:R:3 method="wB97M-V/def2-TZVPD" multiplicity=1 e_above_lowest_ev=0.9002
Cl -1.8724 2.0954 -1.2915
Cl -2.6143 -1.8168 -1.4073
P -3.4208 -1.0319 0.2175
P -2.8963 1.4994 0.3144
O -2.9859 2.7365 1.1450
O -3.9852 -2.0784 1.0026
N -2.2631 -0.0095 0.8692
C -4.4023 0.4773 -0.1818
C 1.1063 1.1336 -0.3558
C 1.3881 -0.6200 1.4232
C 1.6770 -0.0454 -0.0338
C 2.5123 -1.0259 -0.8416
H 1.3237 1.5669 -1.2716
H 0.6435 -0.0196 1.6914
H -4.8035 0.7932 -1.1663
H 2.9489 -0.6692 -1.7946
H 2.3491 -0.4553 1.8533
H -1.2860 -0.0896 1.0517
H 1.0950 -1.6897 1.3767
H 0.4664 1.6442 0.4112
H 1.9186 -1.7788 -1.4727
H 3.0733 -1.7068 -0.1299
H -5.1802 0.7178 0.5029

---

23
Properties=species:S:1:pos:R:3 method="wB97M-V/def2-TZVPD" multiplicity=1 e_above_lowest_ev=1.3567 charge=+1
O 0.1092 -2.1530 2.6644
N -2.3684 1.8368 -0.6171
N -0.9338 0.0743 1.3871
C 0.9049 -0.5043 -2.2251
C 1.5511 -0.6044 -0.8557
C -0.3529 0.7990 0.2411
C -1.0378 1.5580 -0.6088
C 1.1203 0.5526 0.1297
H -0.1266 -3.0717 2.5111
H 1.4370 -1.1096 -2.9555
H -3.0181 1.2427 -0.1376
H 1.5770 0.2075 1.0636
H -1.9523 0.0005 1.3676
H -2.7102 2.3964 -1.3759
H -0.1600 -0.6773 -2.1285
H 1.6788 1.4437 -0.1411
H -0.6525 0.4423 2.2432
H -0.6080 -0.8999 1.3842
H 1.4593 -1.5382 -0.2943
H 1.1393 0.4479 -2.7168
H 0.7957 -2.1159 3.3429
H 2.6303 -0.4743 -0.9584
H -0.4821 2.1471 -1.3203

---

25
Properties=species:S:1:pos:R:3 method="wB97M-V/def2-TZVPD" multiplicity=1 e_above_lowest_ev=0.1850 charge=-1
S -1.7748 1.3060 1.4255
O 0.7820 0.6143 2.7398
N -0.0421 -0.6486 -0.6943
C -1.0292 0.3334 -1.1699
C -2.1836 0.4622 -0.1593
C 1.1969 -0.6761 -1.4378
C 2.3675 -2.1529 0.3419
C -0.4467 1.7072 -1.5725
C 2.0636 -1.9332 -1.1109
H -1.5113 -0.1504 -2.0377
H 2.9414 -1.8229 -1.7559
H 1.4691 -2.7710 -1.4934
H -1.0869 2.4540 -1.0637
H -2.4982 -0.5239 0.1762
H 2.7284 -3.1563 0.5541
H 1.4561 -2.2218 0.9479
H 0.4213 2.0371 -0.9910
H -0.0417 1.0948 2.4086
H -0.5401 1.9478 -2.6215
H 1.4258 0.9518 2.1036
H -3.1157 0.8353 -0.6109
H -0.0479 -0.7039 0.3124
H 1.7657 0.2416 -1.2577
H 0.9020 -0.7719 -2.4933
H 3.0051 -1.3957 0.7918